DFT (ωB97M-V/def2-TZVPD) results for BrCdH6O3 as an isolated structure.

```
11
Properties=species:S:1:pos:R:3:nbo_charge:R:1
Cd 1.93 -1.21 -1.11 1.461
Br -0.18 -0.30 -0.04 -0.449
O -0.96 -3.40 1.24 -0.933
H -0.96 -2.51 0.87 0.454
H -0.52 -3.33 2.09 0.475
O -1.79 1.59 -2.44 -0.925
H -1.26 1.03 -1.88 0.448
H -1.57 1.34 -3.35 0.471
O 1.93 2.01 1.79 -0.943
H 1.16 1.87 1.23 0.459
H 2.22 2.91 1.60 0.482
```

As for the orbital gap: 5.27 eV. For the LUMO energy, the calculation gives -9.1960 eV. The net charge is +1. For the energy relative to the best compared isomer or geometry (same formula, charge and spin), the calculation gives 99.7 kJ/mol. Its spin multiplicity is 1.

=====

DFT (ωB97M-V/def2-TZVPD) results for one molecule with the formula C8H16N2S.

```
27
Properties=species:S:1:pos:R:3:nbo_charge:R:1
C -1.97 -0.63 0.31 -0.629
C -0.94 0.52 0.20 -0.048
C -1.55 1.75 0.91 -0.616
C -0.65 0.69 -1.25 -0.445
C 0.35 -0.38 -1.78 -0.417
C 1.58 -0.61 -0.82 -0.067
N 2.30 0.61 -0.58 -0.782
S 1.45 1.61 0.50 0.351
C 0.37 0.24 1.04 -0.359
C 1.10 -1.08 0.62 -0.071
N 2.01 -1.92 1.30 -0.795
H -3.02 -0.27 0.13 0.212
H -1.94 -1.27 1.17 0.213
H -1.86 -1.37 -0.53 0.204
H -1.05 2.66 0.44 0.220
H -1.54 1.72 1.99 0.215
H -2.55 1.73 0.57 0.206
H -0.34 1.80 -1.43 0.222
H -1.55 0.71 -1.83 0.224
H -0.20 -1.41 -1.77 0.211
H 0.67 0.00 -2.84 0.221
H 2.22 -1.33 -1.10 0.210
H 2.43 1.03 -1.51 0.373
H 0.13 0.34 2.19 0.241
H 0.31 -1.74 0.40 0.184
H 2.69 -1.21 1.44 0.360
H 1.56 -2.20 2.24 0.361
```

As for the orbital gap: 8.15 eV. For the LUMO energy, the calculation gives 0.7501 eV. For the energy relative to the best compared isomer or geometry (same formula, charge and spin), the calculation gives 141.4 kJ/mol. Its spin multiplicity is 1.

=====

DFT (ωB97M-V/def2-TZVPD) results for C45H70GeMnOPSSi as an isolated structure.

```
121
Properties=species:S:1:pos:R:3:lowdin_spin:R:1
Mn 0.96 -0.35 0.49 4.571
Ge -0.29 -2.59 0.99 0.046
C -1.85 -3.37 1.84 0.002
C -2.99 -3.42 1.04 0.002
C -4.15 -4.06 1.47 0.000
C -4.17 -4.69 2.71 0.001
C -3.03 -4.67 3.51 0.000
C -1.88 -4.03 3.07 0.001
C 1.11 -3.87 0.61 0.006
C 1.08 -5.16 1.14 0.001
C 2.07 -6.08 0.81 0.000
C 3.09 -5.73 -0.06 0.002
C 3.13 -4.45 -0.60 0.000
C 2.14 -3.53 -0.27 0.008
H -0.80 -2.07 -0.38 0.026
H -2.99 -2.96 0.06 0.001
H -5.02 -4.09 0.83 0.000
H -5.06 -5.19 3.05 0.000
H -3.03 -5.17 4.47 0.000
H -1.01 -4.04 3.72 0.000
H 0.28 -5.46 1.81 0.000
H 2.03 -7.08 1.23 0.000
H 3.86 -6.45 -0.31 0.000
H 3.92 -4.17 -1.28 0.000
H 2.20 -2.54 -0.70 0.004
S 3.23 -0.02 0.35 0.096
C 3.70 1.47 -0.52 0.021
C 3.68 2.72 0.09 0.005
C 4.21 3.82 -0.55 0.000
C 4.75 3.70 -1.82 0.003
C 4.75 2.46 -2.45 0.000
C 4.23 1.35 -1.80 0.006
H 3.28 2.83 1.09 0.000
H 4.20 4.79 -0.05 0.000
H 5.18 4.57 -2.33 0.000
H 5.18 2.35 -3.44 0.000
H 4.26 0.38 -2.28 0.001
C -0.93 -0.88 3.89 -0.001
Si 0.81 -0.65 3.25 0.025
C 2.05 -1.87 3.98 0.001
C 2.54 -1.32 5.34 0.000
C 3.26 -2.14 3.09 0.002
C 1.32 -3.19 4.26 0.000
C 1.16 1.24 3.40 0.017
C 0.52 1.66 4.74 0.005
C 0.45 2.03 2.29 0.019
C 2.64 1.64 3.47 0.001
H -0.91 -0.88 5.00 0.000
H -1.42 -1.80 3.57 0.000
H -1.57 -0.04 3.58 0.000
H 3.17 -0.43 5.23 0.000
H 3.14 -2.09 5.83 0.000
H 1.71 -1.08 6.03 0.000
H 3.90 -1.27 2.99 0.000
H 2.98 -2.46 2.09 0.001
H 3.85 -2.96 3.53 0.000
H 0.49 -3.09 4.96 0.000
H 2.04 -3.90 4.69 0.000
H 0.95 -3.65 3.33 0.000
H -0.57 1.58 4.75 0.000
H 0.77 2.72 4.91 0.001
H 0.92 1.10 5.60 0.000
H -0.64 1.90 2.33 0.001
H 0.80 1.79 1.29 0.008
H 0.66 3.10 2.42 0.002
H 3.10 1.33 4.41 0.000
H 2.70 2.74 3.44 0.000
H 3.23 1.25 2.64 0.001
O 0.21 0.46 -1.11 0.080
P -0.84 1.28 -1.88 0.015
C -1.45 0.30 -3.27 0.002
C -0.27 0.04 -4.24 0.000
C -0.55 -1.15 -5.17 0.000
C -2.04 -1.26 -5.45 0.000
C -2.78 -1.63 -4.16 0.000
C -2.10 -1.04 -2.91 0.001
C -2.06 1.96 -0.72 0.002
C -2.56 1.09 0.44 0.004
C -3.79 0.24 0.14 0.000
C -4.90 1.04 -0.53 0.000
C -4.38 1.78 -1.76 0.000
C -3.23 2.71 -1.38 0.001
C 0.03 2.69 -2.61 0.002
C -0.70 3.39 -3.79 0.000
C -0.63 4.91 -3.70 0.000
C 0.82 5.35 -3.49 0.000
C 1.42 4.74 -2.20 0.000
C 0.50 3.70 -1.56 0.000
H -2.20 0.93 -3.76 0.000
H 0.64 -0.16 -3.65 0.000
H -0.07 0.94 -4.83 0.000
H -0.19 -2.08 -4.72 0.000
H 0.02 -1.02 -6.09 0.000
H -2.25 -1.99 -6.23 0.000
H -2.41 -0.30 -5.84 0.000
H -2.81 -2.72 -4.05 0.000
H -3.82 -1.30 -4.21 0.000
H -1.32 -1.71 -2.54 0.001
H -2.83 -0.94 -2.12 0.000
H -1.42 2.71 -0.26 0.000
H -2.83 1.79 1.24 0.000
H -1.77 0.49 0.85 0.005
H -4.14 -0.22 1.07 0.000
H -3.50 -0.60 -0.51 0.000
H -5.29 1.77 0.18 0.000
H -5.73 0.39 -0.80 0.000
H -5.18 2.37 -2.21 0.000
H -4.05 1.06 -2.52 0.000
H -3.60 3.43 -0.64 0.000
H -2.90 3.31 -2.23 0.000
H 0.93 2.21 -3.00 0.000
H -1.75 3.07 -3.88 0.000
H -0.23 3.08 -4.72 0.000
H -1.26 5.28 -2.88 0.000
H -1.03 5.35 -4.61 0.000
H 0.89 6.44 -3.47 0.000
H 1.40 5.02 -4.36 0.000
H 1.62 5.52 -1.46 0.000
H 2.39 4.28 -2.41 0.000
H -0.36 4.21 -1.11 0.000
H 1.03 3.19 -0.75 0.000
```

As for the orbital gap (spin up / spin down): 7.17 / 6.68 eV. For the LUMO energy (spin up / spin down), the calculation gives -2.8679 / -3.6860 eV. As for the expectation value of S²: 8.76. The net charge is +1. Its spin multiplicity is 6.

=====

DFT (ωB97M-V/def2-TZVPD) results for a 8-piece molecular cluster, C18H24B2NO36S5 overall.

```
86
Properties=species:S:1:pos:R:3:lowdin_charge:R:1
N 12.61 10.44 -1.38 0.358
H 11.99 10.58 -0.60 0.158
H 13.12 9.65 -1.02 0.154
H 13.22 11.23 -1.52 0.166
H 12.21 10.08 -2.23 0.164
O 22.48 12.13 -7.99 0.118
C 21.98 11.70 -6.97 -0.346
O 20.68 11.48 -6.77 0.205
B 20.37 11.08 -5.36 -0.741
O 21.72 10.87 -4.79 0.222
C 22.68 11.20 -5.62 -0.408
O 23.85 11.15 -5.41 0.136
O 19.46 12.11 -4.67 0.216
C 18.32 11.54 -4.39 -0.416
O 17.31 12.07 -3.98 0.108
C 18.46 10.05 -4.70 -0.450
O 19.55 9.85 -5.28 0.265
O 17.58 9.22 -4.47 0.091
O 16.29 11.45 -11.47 0.120
C 15.40 11.99 -10.82 -0.347
O 14.18 11.42 -10.65 0.190
B 13.45 12.15 -9.58 -0.890
O 14.20 13.45 -9.45 0.199
C 15.43 13.28 -9.99 -0.373
O 16.35 14.04 -10.01 0.151
O 13.37 11.43 -8.33 0.239
C 12.09 11.24 -7.98 -0.356
O 11.63 10.78 -6.94 0.102
C 11.21 11.80 -9.09 -0.359
O 12.05 12.33 -10.00 0.216
O 10.01 11.98 -8.96 0.110
C 11.50 6.88 6.13 -0.146
C 12.86 7.50 6.75 -0.126
O 12.66 8.91 6.77 -0.240
S 11.34 9.47 5.96 0.761
O 11.63 9.74 4.54 -0.269
O 10.63 10.52 6.70 -0.242
O 10.61 7.97 6.10 -0.235
H 11.09 6.10 6.76 0.126
H 11.54 6.59 5.08 0.124
H 13.76 7.44 6.13 0.123
H 13.15 7.27 7.77 0.125
C 12.30 18.48 -4.75 -0.196
C 12.58 19.63 -3.75 -0.195
O 12.55 19.02 -2.48 -0.211
S 11.45 17.69 -2.52 0.795
O 10.13 18.03 -1.94 -0.269
O 12.19 16.52 -2.00 -0.259
O 11.31 17.72 -4.17 -0.203
H 13.16 17.81 -4.75 0.136
H 12.01 18.79 -5.75 0.142
H 11.79 20.39 -3.65 0.127
H 13.55 20.09 -3.94 0.133
C 20.34 12.54 1.23 -0.235
C 20.52 13.02 2.61 -0.245
O 19.25 13.20 3.11 -0.183
S 18.04 13.16 1.93 0.765
O 17.21 14.33 1.99 -0.220
O 17.35 11.88 1.81 -0.254
O 19.27 13.30 0.80 -0.182
H 20.03 11.50 1.23 0.133
H 21.18 12.74 0.58 0.152
H 21.27 13.79 2.79 0.138
H 20.93 12.17 3.16 0.130
C 4.62 12.76 -2.80 -0.181
C 3.76 11.67 -2.13 -0.176
O 4.19 11.47 -0.80 -0.187
S 5.39 12.50 -0.42 0.713
O 6.70 11.86 -0.53 -0.262
O 5.08 13.15 0.83 -0.234
O 5.19 13.47 -1.74 -0.200
H 4.09 13.50 -3.41 0.139
H 5.49 12.35 -3.31 0.130
H 3.69 10.69 -2.61 0.134
H 2.76 12.12 -2.14 0.124
C 17.93 3.88 -1.09 -0.170
C 18.68 4.83 -0.14 -0.205
O 17.69 5.79 0.02 -0.192
S 16.33 5.09 0.52 0.757
O 15.16 5.99 0.22 -0.273
O 16.50 4.46 1.81 -0.245
O 16.56 3.89 -0.66 -0.212
H 18.37 2.89 -1.05 0.132
H 17.93 4.31 -2.10 0.134
H 19.53 5.19 -0.71 0.143
H 19.05 4.28 0.73 0.130
```

As for the orbital gap: 6.45 eV. For the LUMO energy, the calculation gives -0.4500 eV. The net charge is -1. For the energy relative to the best compared isomer or geometry (same formula, charge and spin), the calculation gives 741.9 kJ/mol. Its spin multiplicity is 1.

=====

Results for total energy: -2970.726864; -822.035289; -6088.776075; -5504.566751 (in Eh, following the order of the records).
Results for strongest force on any atom: 1.5; 4.6; 1.0; 4.9 (in eV/A, following the order of the records).